<A>
Computed, not measured: 2 unconnected molecules or ions with the total composition C4H8O3, with ωB97M-V with the def2-TZVPD basis set.

HOMO level	-10.35	eV
gap between HOMO and LUMO	0.4016	Eh
SMILES	O=CCCC=O.O

CARTESIAN COORDINATES (ANGSTROEM)
C -0.6459 0.9716 1.4996
C -0.0592 0.9938 0.0938
C 0.3404 -0.3401 -0.4421
O 0.7041 -0.5949 -1.5579
C 0.4228 0.7994 2.5323
O 0.5601 1.5678 3.4516
H -1.3855 0.1581 1.5609
H -1.2904 1.8317 1.6664
H 0.8725 1.5825 0.0785
H -0.6412 1.4720 -0.6985
H 0.3280 -1.1354 0.3357
H 1.2015 0.0182 2.4796
H 0.0862 -2.8020 -4.3355
H -0.2224 -1.7897 -3.1876
O -0.2710 -2.7331 -3.4770

***

<B>
Computed, not measured: a molecular structure, C4H8O3, with ωB97M-V with the def2-TZVPD basis set.

HOMO level	-9.31	eV
gap between HOMO and LUMO	0.3667	Eh

CARTESIAN COORDINATES (ANGSTROEM)
C -0.2911 0.8729 -0.6975
C -0.6013 0.2238 0.6357
O -1.9844 0.2728 0.9292
C -0.1067 -1.2313 0.5205
O 0.8680 -1.3168 -0.5233
C 1.3878 -0.1324 -0.9086
O 2.1683 0.5914 -0.1450
H -0.8599 0.4551 -1.5312
H 1.0701 1.1625 -0.5387
H -0.4620 1.9592 -0.6728
H -0.0271 0.7477 1.4130
H -2.1000 0.0475 1.8611
H -0.9463 -1.8507 0.1909
H 0.2994 -1.6274 1.4560
H 1.5852 -0.1743 -1.9892

***

<C>
Computed, not measured: C4H8O3 in the gas phase, with ωB97M-V with the def2-TZVPD basis set.

HOMO level	-9.26	eV
gap between HOMO and LUMO	0.3571	Eh
SMILES	C=C(CO)OCO

CARTESIAN COORDINATES (ANGSTROEM)
O 0.3758 -1.5419 2.3640
C 0.3584 -0.6158 1.3818
C 0.3128 1.7471 0.0399
C 0.4312 0.5737 -0.5979
O 1.2285 -0.4336 -0.1380
C -0.5650 0.1210 -1.6587
O -0.8368 -1.2504 -1.4619
H -0.4405 -2.0662 2.3390
H -0.5844 -0.6317 0.8595
H 0.8709 0.2585 1.7248
H 1.0329 2.0692 0.7866
H -0.5314 2.4061 -0.1430
H -1.5054 0.6760 -1.5515
H -0.1901 0.3059 -2.6797
H 0.0432 -1.6177 -1.2649

***

<D>
Computed, not measured: 2 unconnected molecules or ions with the total composition C4H8O3, with ωB97M-V with the def2-TZVPD basis set.

HOMO level	-10.14	eV
gap between HOMO and LUMO	0.3963	Eh
SMILES	O=CCO.CC=O

CARTESIAN COORDINATES (ANGSTROEM)
C -2.4259 0.4732 0.2826
C -1.7027 0.0897 -0.9766
O -0.7421 0.6773 -1.4182
C 1.4494 -1.0431 -0.1471
O 2.3702 -1.8033 -0.3451
C 1.6938 0.3433 0.3980
O 2.9565 0.4160 0.9886
H -1.9037 1.2908 0.7846
H -3.4435 0.7909 0.0299
H -2.5172 -0.3934 0.9479
H -2.0941 -0.8026 -1.5078
H 0.4133 -1.3431 -0.3668
H 1.5848 1.0445 -0.4454
H 0.9166 0.6117 1.1256
H 3.4447 -0.3518 0.6498

***

Stability verdict: <A>, ahead by 0.057 eV

***

<A>
Computed, not measured: 2 unconnected molecules or ions with the total composition C4H8O3, with ωB97M-V with the def2-TZVPD basis set.

HOMO level	-10.51	eV
gap between HOMO and LUMO	0.3980	Eh
SMILES	C=CC(=O)OC.O

CARTESIAN COORDINATES (ANGSTROEM)
C -2.5997 -0.2583 0.0770
O -1.4583 0.5701 0.3196
C -0.3559 0.1816 -0.3269
O -0.3193 -0.7844 -1.0660
C 0.8240 1.0198 -0.0150
C 1.9347 0.8489 -0.7292
O 1.9599 -1.3964 1.1701
H -2.4069 -1.2901 0.3844
H -3.4100 0.1689 0.6642
H -2.8473 -0.2464 -0.9860
H 0.7531 1.7028 0.8272
H 1.6266 -0.5343 1.4447
H 1.9268 0.1750 -1.5835
H 2.8491 1.3896 -0.5025
H 1.5232 -1.5468 0.3220

***

<B>
Computed, not measured: C4H8O3 in the gas phase, with ωB97M-V with the def2-TZVPD basis set.

HOMO level	-10.58	eV
gap between HOMO and LUMO	0.4161	Eh
SMILES	COC(=O)[C@@H](C)O

CARTESIAN COORDINATES (ANGSTROEM)
C -0.6289 -1.3361 -1.4663
O -0.4593 -1.4088 -0.0478
C -0.8185 -0.3235 0.6854
O -1.9541 -0.0262 0.9548
C 0.3821 0.4863 1.1419
C 1.2182 0.8216 -0.0924
O -0.0307 1.6430 1.8151
H -1.6521 -1.5818 -1.7540
H 0.0744 -2.0613 -1.8811
H -0.3687 -0.3460 -1.8587
H 0.9735 -0.1564 1.8136
H 1.4352 -0.0946 -0.6442
H 2.1653 1.2859 0.1797
H 0.6604 1.5112 -0.7358
H -0.9968 1.5868 1.8898

***

Stability verdict: <B>, ahead by 0.184 eV

***

<A>
Computed, not measured: C20H20N2O5 in the gas phase, with ωB97M-V with the def2-TZVPD basis set.

HOMO level	-7.35	eV
gap between HOMO and LUMO	0.2798	Eh
SMILES	COc1cc(N)c(C(=O)c2nccc3cc(OC)c(OC)cc23)cc1OC

CARTESIAN COORDINATES (ANGSTROEM)
C -6.7437 -0.8117 -0.5593
H -6.5396 -1.7430 -1.0979
O -5.7093 0.1241 -0.7343
C -4.4666 -0.1929 -0.3030
C -4.1136 -1.3774 0.3034
C -2.7971 -1.6323 0.7190
N -2.4856 -2.8396 1.2454
H -3.2234 -3.4399 1.5690
H -1.5508 -2.9271 1.6296
C -1.8149 -0.6275 0.5459
C -2.1890 0.5683 -0.0989
C -3.4725 0.8011 -0.5177
O -3.9088 1.9364 -1.1436
C -2.9912 2.9874 -1.3045
H -2.5829 3.3163 -0.3431
H -3.5544 3.8017 -1.7580
H -2.1659 2.7058 -1.9681
H -1.4310 1.3148 -0.2540
C -0.4704 -0.8159 1.0524
O -0.0541 -1.8870 1.5029
C 0.4502 0.3669 1.0586
N -0.0275 1.4811 1.5693
C 0.7692 2.5470 1.6702
C 2.0766 2.5574 1.2580
C 2.6205 1.3876 0.6972
C 3.9550 1.3141 0.2424
C 4.4536 0.1574 -0.2915
C 3.6090 -0.9983 -0.3963
C 2.3112 -0.9385 0.0314
C 1.7871 0.2441 0.5965
H 1.6683 -1.7994 -0.0321
O 4.2095 -2.0871 -0.9368
C 3.4590 -3.2725 -1.0465
H 2.6027 -3.1444 -1.7166
H 3.1038 -3.6140 -0.0694
H 4.1391 -4.0121 -1.4657
O 5.7146 -0.0212 -0.7536
C 6.6120 1.0586 -0.6810
H 7.5491 0.6908 -1.0953
H 6.7734 1.3778 0.3539
H 6.2636 1.9113 -1.2732
H 4.5662 2.1986 0.3317
H 2.6867 3.4425 1.3601
H 0.3057 3.4210 2.1093
H -4.8474 -2.1517 0.4679
H -6.9105 -1.0338 0.4999
H -7.6358 -0.3448 -0.9735

***

<B>
Computed, not measured: C20H20N2O5 in the gas phase, with ωB97M-V with the def2-TZVPD basis set.

HOMO level	-8.54	eV
gap between HOMO and LUMO	0.2984	Eh
SMILES	COCCCN1C(=O)c2ccc(C(=O)Nc3cccc(OC)c3)cc2C1=O

CARTESIAN COORDINATES (ANGSTROEM)
C 4.2760 -0.4356 2.4935
O 3.0049 -0.9390 2.8115
C 3.0569 -2.1520 3.5376
C 1.6378 -2.6839 3.7239
H 1.0039 -1.8652 4.0673
H 1.6439 -3.4682 4.4808
C 1.0624 -3.2511 2.4226
N 1.0796 -2.2517 1.3807
C 0.1423 -1.2372 1.2909
O -0.8789 -1.1761 1.9278
C 0.6649 -0.3095 0.2566
C 0.1328 0.8535 -0.2518
C 0.8746 1.5359 -1.2210
C 2.1211 1.0669 -1.6245
C 2.6481 -0.1137 -1.1142
C 1.9024 -0.7950 -0.1753
C 2.1837 -2.0499 0.5631
O 3.1260 -2.7960 0.4719
H 3.6103 -0.4830 -1.4331
H 2.6764 1.6442 -2.3489
C 0.3942 2.8413 -1.7683
O 1.1190 3.8124 -1.8465
N -0.9174 2.9178 -2.1237
C -1.8580 1.8923 -2.2988
C -3.1891 2.1686 -1.9935
C -4.1601 1.1897 -2.1590
C -3.7872 -0.0699 -2.6352
C -2.4713 -0.3269 -2.9524
C -1.4988 0.6477 -2.7990
H -0.4767 0.4466 -3.0762
H -2.1939 -1.2967 -3.3358
H -4.5518 -0.8199 -2.7534
O -5.4797 1.3557 -1.8908
C -5.9204 2.5940 -1.3870
H -6.9937 2.4864 -1.2408
H -5.4475 2.8288 -0.4282
H -5.7332 3.4066 -2.0965
H -3.4409 3.1501 -1.6223
H -1.2368 3.8585 -2.3228
H -0.8172 1.2248 0.0996
H 1.6629 -4.0954 2.0749
H 0.0273 -3.5652 2.5755
H 3.5259 -1.9724 4.5178
H 3.6700 -2.8849 2.9918
H 4.8660 -0.2489 3.3990
H 4.1161 0.5009 1.9623
H 4.8232 -1.1353 1.8499

***

Stability verdict: <B>, ahead by 2.034 eV

***

<A>
Computed, not measured: C3H6N4O in the gas phase, with ωB97M-V with the def2-TZVPD basis set.

HOMO level	-9.33	eV
gap between HOMO and LUMO	0.3614	Eh
SMILES	ONC1=NCC=NN1

CARTESIAN COORDINATES (ANGSTROEM)
C 0.3178 0.5502 0.0439
C 0.6566 -1.7620 0.4668
C -0.8115 -1.9623 -0.0561
H -0.1082 3.6752 0.3091
H 1.6896 1.9905 -0.5872
H 1.3975 -2.4200 -0.0095
H 0.7021 -1.7838 1.6048
H -1.2361 -2.8995 -0.2653
H -1.5077 0.9456 -0.5709
N 0.6256 1.8277 -0.5772
N 1.1415 -0.3479 0.3002
N -1.5636 -1.0667 -0.4087
N -1.2283 0.2951 0.2636
O -0.0753 2.9579 -0.5134

***

<B>
Computed, not measured: a molecular structure, C3H6N4O, with ωB97M-V with the def2-TZVPD basis set.

HOMO level	-9.30	eV
gap between HOMO and LUMO	0.3626	Eh

CARTESIAN COORDINATES (ANGSTROEM)
C -0.0199 0.1050 -0.4637
C 1.1409 1.2473 1.4312
C 1.2961 -0.2191 1.6746
H -2.4004 -0.0480 -0.7196
H -0.7004 1.2650 -1.7672
H 1.9274 1.8424 1.3256
H 0.2700 1.4477 2.2222
H 1.9386 -0.4944 2.6295
H 0.0251 -1.9929 -0.5670
N -0.7399 0.2423 -1.7912
N 0.3058 1.1797 0.0861
N 0.8150 -1.2470 1.0630
N -0.2059 -1.1550 0.1179
O -2.0985 -0.2447 -1.9132

***

Stability verdict: <A>, ahead by 0.991 eV